The following is a quantum chemistry calculation of the molecule C5H11N in a non-equilibrium geometry, from OMol25.

**SMILES**: C[C@@H]1C[C@@H](C)N1
**Molecular weight**: 85.2 g/mol
**Energy relative to the best compared isomer or geometry (same formula, charge and spin)**: 1.709 eV
**E_tot**: -6851.8191 eV

```
! RIJCOSX wB97M-V def2-TZVPD def2/J DEFGRID3
* xyz 0 1
C 2.291 -0.191 0.388
C 1.102 0.044 -0.580
C -0.087 1.052 -0.226
C -0.844 -0.137 0.312
C -2.342 -0.201 0.083
H 1.995 0.036 1.482
H 2.643 -1.211 0.219
H 3.042 0.676 0.095
H 1.342 0.156 -1.637
H 0.043 1.848 0.482
H -0.578 1.467 -1.156
H -0.642 -0.165 1.388
H -2.748 0.792 0.433
H -3.003 -1.015 0.573
H -2.596 -0.304 -1.054
H 0.363 -1.898 -0.294
N 0.018 -0.948 -0.508
*
```